Entry from the OMol25 dataset: a molecular structure, C27H26AsHgNO2PS2Te (ωB97M-V/def2-TZVPD).

Atoms and positions in Å:
Hg (0.8820, -1.4117, -0.5733)
O (1.4548, 1.6068, 1.2071)
C (0.4508, 1.6870, 0.4190)
C (-0.0111, 2.8021, -0.3240)
C (0.2625, 4.1937, -0.4224)
C (-0.4731, 4.9306, -1.3415)
C (-1.4499, 4.3544, -2.1626)
C (-1.7136, 2.9622, -2.0702)
C (-1.0031, 2.2311, -1.1613)
P (-0.8200, 0.4776, -0.5488)
C (-2.1251, -0.1969, -1.8417)
C (-1.6408, -0.8037, -2.9961)
C (-2.4829, -1.1766, -4.0388)
C (-3.8494, -0.9498, -3.9398)
C (-4.3567, -0.3480, -2.7933)
C (-3.5006, 0.0275, -1.7641)
C (-1.9352, 0.1686, 0.8944)
C (-2.3842, 1.2205, 1.6831)
C (-3.1966, 0.9878, 2.7884)
C (-3.5498, -0.3107, 3.1292)
C (-3.1042, -1.3714, 2.3471)
C (-2.3187, -1.1278, 1.2301)
H (1.0224, 4.6597, 0.1935)
H (-0.2814, 5.9964, -1.4359)
H (-1.9902, 4.9678, -2.8740)
H (-2.4567, 2.4955, -2.7092)
H (-0.5719, -0.9928, -3.0762)
H (-2.0735, -1.6464, -4.9266)
H (-4.5140, -1.2433, -4.7446)
H (-5.4234, -0.1703, -2.7028)
H (-3.9132, 0.5032, -0.8792)
H (-2.0841, 2.2320, 1.4290)
H (-3.5379, 1.8221, 3.3915)
H (-4.1627, -0.4981, 4.0041)
H (-3.3506, -2.3915, 2.6154)
H (-1.9680, -1.9604, 0.6300)
C (3.4179, 0.5574, 2.7361)
As (1.5702, 0.0157, 2.8614)
C (1.8173, -1.2160, 4.3770)
C (0.4556, 1.2814, 3.7999)
O (0.8233, -1.0360, 1.7984)
H (3.7203, 0.9025, 3.7269)
H (3.5461, 1.3255, 1.9838)
H (3.9870, -0.3331, 2.4705)
H (2.2607, -0.7170, 5.2433)
H (2.4635, -2.0316, 4.0516)
H (0.8496, -1.6395, 4.6441)
H (1.0048, 1.6525, 4.6672)
H (-0.4202, 0.7226, 4.1309)
H (0.1618, 2.0963, 3.1485)
S (-0.2512, -5.4602, 1.7852)
C (0.0911, -4.3370, 0.6293)
N (0.3279, -3.5772, -0.2263)
Te (3.3790, -0.3916, -1.1853)
C (4.3921, -1.8068, -2.3718)
C (5.3116, -1.5420, -3.3548)
C (5.8754, -2.7149, -3.9378)
C (5.3753, -3.8608, -3.3955)
S (4.2237, -3.5015, -2.1776)
H (5.5639, -0.5338, -3.6537)
H (6.6121, -2.7016, -4.7313)
H (5.6115, -4.8806, -3.6554)

Atoms 1-3, force components in eV/Å:
Hg -0.1516 0.4091 -0.0204
O -0.1005 0.0768 0.0157
C 0.0374 -0.0653 -0.1435

The expectation value of S² is 0.773. Its frontier orbital gap (alpha / beta) is 4.0 / 5.3 eV. The value obtained for the total energy is -137270.6004 eV. The LUMO energy (alpha / beta) is 4.273 / 4.271 eV. The calculation puts the energy above the lowest of the compared OMol25 structures with the same formula, charge and spin at 14.43 kcal per mole. As for the spin multiplicity: 2. As for the total charge: -2.

These are the natural (NBO) partial charges, in e, on atoms 1 to 8: atom 1 (Hg): 1.231, atom 2 (O): -0.802, atom 3 (C): 0.120, atom 4 (C): -0.133, atom 5 (C): -0.304, atom 6 (C): -0.205, atom 7 (C): -0.340, atom 8 (C): -0.178

=====

Entry from the OMol25 dataset: a gas-phase ion, C4H9NO (charge +1) at a distorted geometry (ωB97M-V/def2-TZVPD).

Atoms and positions in Å:
C (-1.2908, -0.8166, -0.8398)
N (-0.7396, 0.2991, -0.2417)
C (0.9336, -0.3677, 1.3869)
C (0.6511, 0.4461, 0.1209)
C (0.9350, 1.9566, 0.2143)
O (-0.6025, -1.8058, -0.9907)
H (-2.3335, -0.7890, -1.1186)
H (-1.4290, 0.9683, 0.1085)
H (0.3952, 0.0384, 2.2433)
H (1.9779, -0.3848, 1.6658)
H (0.5345, -1.3770, 1.2290)
H (1.1930, 0.0248, -0.7171)
H (1.9172, 2.1754, -0.2075)
H (0.1529, 2.6065, -0.1776)
H (1.0977, 2.2296, 1.2630)

Atoms 1-3, force components in eV/Å:
C 0.5380 -1.0326 -0.3018
N -0.3274 0.0178 0.3033
C -0.8604 -0.6110 0.6691

The expectation value of S² is 0.779. Its frontier orbital gap (alpha / beta) is 12.7 / 7.3 eV. The value obtained for the total energy is -7822.1744 eV. The LUMO energy (alpha / beta) is -4.160 / -9.299 eV. The calculation puts the energy above the lowest of the compared OMol25 structures with the same formula, charge and spin at 25.83 kcal per mole. As for the spin multiplicity: 2. As for the total charge: +1.

These are the natural (NBO) partial charges, in e, on atoms 1 to 8: atom 1 (C): 0.456, atom 2 (N): -0.213, atom 3 (C): -0.588, atom 4 (C): -0.090, atom 5 (C): -0.634, atom 6 (O): -0.304, atom 7 (H): 0.198, atom 8 (H): 0.433

=====

Entry from the OMol25 dataset: 2 unconnected molecules or ions with the total composition CH6NO at a distorted geometry (ωB97M-V/def2-TZVPD).

Atoms and positions in Å:
O (2.2208, -0.9022, 1.1295)
H (3.0156, -0.8763, 0.5992)
C (-0.8728, 0.5122, -0.7350)
N (-0.7182, 0.0493, 0.6529)
H (-0.0994, 0.0251, -1.3172)
H (-0.5912, 1.5791, -0.7605)
H (-1.8015, 0.4087, -1.3043)
H (-1.4120, -0.6051, 0.9451)
H (0.2587, -0.1909, 0.7902)

Atoms 1-3, force components in eV/Å:
O -0.6467 0.0888 0.1370
H 0.2803 0.0346 -0.2379
C 1.2989 0.5105 0.3357

Its frontier orbital gap is 6.7 eV. The value obtained for the total energy is -4671.0093 eV. The LUMO energy is 4.376 eV. The calculation puts the energy above the lowest of the compared OMol25 structures with the same formula, charge and spin at 8.26 kcal per mole. As for the total charge: -1.

These are the natural (NBO) partial charges, in e, on atoms 1 to 8: atom 1 (O): -1.369, atom 2 (H): 0.392, atom 3 (C): -0.420, atom 4 (N): -0.898, atom 5 (H): 0.181, atom 6 (H): 0.163, atom 7 (H): 0.165, atom 8 (H): 0.339

=====

Entry from the OMol25 dataset: 5 unconnected molecules or ions with the total composition C21H26Cl16FN5OPS at a distorted geometry (ωB97M-V/def2-TZVPD).

Atoms and positions in Å:
C (3.7404, -3.5632, 2.4986)
C (2.7381, -2.9147, 2.5718)
C (1.4800, -2.1925, 2.5472)
N (1.4967, -0.9123, 1.8079)
C (2.3619, -0.4680, 0.8415)
N (3.4781, -1.1694, 0.3955)
C (3.3681, -1.9757, -0.5188)
S (3.3032, -2.9398, -1.7130)
C (1.9561, 0.7690, 0.4287)
C (2.6140, 1.6124, -0.6066)
C (2.9406, 3.0741, -0.1970)
C (3.1799, 3.2821, 1.2852)
F (3.6506, 4.5714, 1.4666)
N (0.8064, 1.0326, 1.1409)
C (-0.0287, 2.2393, 0.9814)
C (-1.2585, 2.0370, 0.0804)
C (-2.6011, 1.8888, 0.8214)
C (-3.7344, 2.2953, -0.1130)
N (-5.1012, 2.2521, 0.4079)
C (-5.2410, 2.6266, 1.8125)
C (-5.7875, 1.0309, 0.0941)
C (-5.3246, -0.2941, 0.6479)
O (-6.7717, 1.0582, -0.5890)
C (0.5547, 0.0365, 1.9897)
P (-0.7616, -0.1340, 3.2444)
N (-0.2633, -0.3245, 4.7147)
H (4.6585, -4.0620, 2.6967)
H (1.1655, -2.0193, 3.5737)
H (0.7104, -2.8221, 2.0978)
H (3.5309, 1.1146, -0.9041)
H (1.9527, 1.6485, -1.4732)
H (3.8464, 3.3731, -0.7185)
H (2.1498, 3.7318, -0.5536)
H (2.2743, 3.2154, 1.8847)
H (3.9401, 2.5919, 1.6443)
H (-0.3007, 2.5749, 1.9795)
H (0.5801, 3.0173, 0.5444)
H (-1.0994, 1.2108, -0.6077)
H (-1.3370, 2.9577, -0.4975)
H (-2.6846, 0.8524, 1.1443)
H (-2.5368, 2.5235, 1.7049)
H (-3.7051, 1.6079, -0.9634)
H (-3.5439, 3.2809, -0.5391)
H (-4.6729, 3.5314, 2.0055)
H (-4.8713, 1.8506, 2.4969)
H (-6.2911, 2.7973, 2.0274)
H (-4.2608, -0.3642, 0.8531)
H (-5.6381, -1.0724, -0.0419)
H (-5.8623, -0.4800, 1.5784)
H (-1.5339, -1.2069, 2.7545)
H (-1.5699, 1.0043, 3.1458)
H (0.7471, -0.2877, 4.7897)
C (4.7720, -3.9056, -5.6088)
Cl (3.7387, -4.7974, -4.4786)
Cl (6.3979, -4.5767, -5.5731)
Cl (4.1048, -4.0288, -7.2321)
Cl (4.8253, -2.2008, -5.1204)
C (-7.1970, -3.9140, -1.9462)
Cl (-8.3507, -4.8727, -1.0212)
Cl (-5.5761, -4.6057, -1.7646)
Cl (-7.6492, -3.9177, -3.6492)
Cl (-7.1901, -2.2516, -1.3405)
C (7.3407, 0.5652, -0.2181)
Cl (6.6420, -0.2960, -1.5933)
Cl (8.1562, -0.5843, 0.8410)
Cl (8.4880, 1.7689, -0.7874)
Cl (6.0418, 1.3662, 0.6873)
C (-0.1551, -1.5474, -3.5318)
Cl (1.4215, -1.7585, -4.2814)
Cl (-1.1780, -0.5268, -4.5340)
Cl (-0.9201, -3.1174, -3.2957)
Cl (0.0733, -0.7763, -1.9405)

Atoms 1-3, force components in eV/Å:
C 0.0370 0.1192 0.7840
C 0.0595 0.0825 -0.5307
C -0.0645 -0.5587 -0.0963

Its frontier orbital gap is 7.9 eV. The value obtained for the total energy is -254885.3389 eV. The LUMO energy is -3.419 eV. As for the total charge: +1.

These are the Löwdin partial charges, in e, on atoms 1 to 8: atom 1 (C): 0.158, atom 2 (C): -0.105, atom 3 (C): -0.118, atom 4 (N): 0.052, atom 5 (C): -0.203, atom 6 (N): 0.134, atom 7 (C): -0.740, atom 8 (S): 0.808

=====

Entry from the OMol25 dataset: a molecular structure, C6H17N3 at a distorted geometry (ωB97M-V/def2-TZVPD).

Atoms and positions in Å:
C (0.5566, 0.5823, 1.8886)
C (-0.3566, 1.1846, 0.8240)
C (1.6226, -0.3524, 1.3067)
N (1.1044, 1.7151, 2.6444)
N (0.2622, 1.7347, -0.2597)
H (-0.0721, 0.0125, 2.5813)
H (1.6253, 2.3151, 2.0123)
H (1.7389, 1.3935, 3.3679)
H (0.1347, 0.6359, -1.1737)
H (-0.3353, 2.4509, -0.6664)
H (-1.0340, 0.0217, 0.3018)
H (-1.2031, 1.7204, 1.2634)
H (2.2261, 0.1702, 0.5637)
H (1.1641, -1.2266, 0.8413)
H (2.2818, -0.7088, 2.1001)
C (0.6053, -1.3619, -2.1960)
N (-0.3685, -0.3843, -1.6903)
C (-1.3694, -0.9099, -0.7144)
C (-2.7018, -0.8847, -1.1262)
H (-0.9055, -0.0105, -2.4719)
H (-1.0097, -1.8404, -0.2796)
H (0.0840, -2.1693, -2.7148)
H (1.2948, -0.8680, -2.8803)
H (1.1697, -1.7685, -1.3602)
H (-3.0938, 0.0117, -1.5970)
H (-3.4207, -1.4631, -0.5650)

Atoms 1-3, force components in eV/Å:
C -0.0259 0.0360 0.0346
C -0.5387 -1.5771 -0.4368
C -0.1343 0.1726 0.0758

Its frontier orbital gap (alpha / beta) is 7.3 / 7.3 eV. The value obtained for the total energy is -10963.7905 eV. The LUMO energy (alpha / beta) is 0.836 / 0.836 eV. The calculation puts the energy above the lowest of the compared OMol25 structures with the same formula, charge and spin at 101.84 kcal per mole.

These are the natural (NBO) partial charges, in e, on atoms 1 to 8: atom 1 (C): -0.087, atom 2 (C): -0.027, atom 3 (C): -0.630, atom 4 (N): -0.834, atom 5 (N): -0.912, atom 6 (H): 0.185, atom 7 (H): 0.363, atom 8 (H): 0.353

=====

Entry from the OMol25 dataset: 2 unconnected molecules or ions with the total composition C4H10N at a distorted geometry (ωB97M-V/def2-TZVPD).

Atoms and positions in Å:
C (1.9926, -2.5048, 2.3779)
C (2.2790, -1.2602, 2.0299)
H (1.0375, -2.7136, 2.8422)
H (2.6393, -3.3520, 2.2027)
H (1.5124, -0.5074, 2.1728)
H (3.2390, -1.0238, 1.5893)
C (-0.6455, 0.8568, -0.7952)
C (-2.3438, 1.9753, -2.1028)
N (-1.7089, 0.9285, -1.7778)
H (-0.6213, -0.0978, -0.2861)
H (-0.6673, 1.6946, -0.1047)
H (0.3240, 1.0095, -1.2761)
H (-2.0908, 2.9186, -1.6311)
H (-3.0716, 1.9819, -2.9021)
H (-1.8744, 0.0943, -2.3387)

Atoms 1-3, force components in eV/Å:
C -0.3701 0.0267 -0.0330
C -0.0530 -0.4899 -0.1160
H -0.0399 -0.1607 -0.0029

Its frontier orbital gap is 7.1 eV. The value obtained for the total energy is -5791.5670 eV. The LUMO energy is -5.524 eV. The calculation puts the energy above the lowest of the compared OMol25 structures with the same formula, charge and spin at 52.83 kcal per mole. As for the total charge: +1.

These are the natural (NBO) partial charges, in e, on atoms 1 to 8: atom 1 (C): -0.363, atom 2 (C): -0.412, atom 3 (H): 0.190, atom 4 (H): 0.203, atom 5 (H): 0.180, atom 6 (H): 0.203, atom 7 (C): -0.456, atom 8 (C): 0.141